# 1
The molecule C3H3F3O at a distorted geometry, computed with wB97M-V/def2-TZVPD.

Properties
- ΔE to the lowest compared entry with this formula, charge and spin (eV) = 4.457
- Kohn-Sham gap (spin up / spin down) (eV) = 8.130 / 8.121
- total charge = 0
- highest occupied orbital energy (spin up / spin down) (Ha) = -0.351 / -0.351

```
10
Properties=species:S:1:pos:R:3:nbo_charge:R:1
C -1.10 -0.33 -0.19 -0.12
C -0.01 0.54 0.26 0.05
C 1.30 -0.17 -0.03 0.98
O -0.46 -1.63 -0.21 -0.66
F -0.08 1.86 -0.24 -0.35
F 2.17 -0.34 0.93 -0.25
F 1.87 -0.21 -1.20 -0.24
H -1.91 -0.45 0.55 0.19
H -1.54 0.04 -1.27 0.16
H -0.25 0.69 1.41 0.23
```

# 2
The ion C6H10N3 with charge +1 at a distorted geometry, computed with wB97M-V/def2-TZVPD.

Properties
- ΔE to the lowest compared entry with this formula, charge and spin (eV) = 2.726
- Kohn-Sham gap (eV) = 10.002
- total charge = +1
- highest occupied orbital energy (Ha) = -0.528
- SMILES string = C[C@H]1[NH+]=C2NCCN=C21

```
19
Properties=species:S:1:pos:R:3:nbo_charge:R:1
C 2.66 -0.59 -0.53 -0.63
C 1.70 -0.10 0.52 -0.05
N 1.14 1.28 0.36 -0.50
C -0.12 0.91 0.04 0.47
N -1.33 1.40 -0.05 -0.49
C -2.32 0.36 -0.30 -0.23
C -1.93 -1.12 0.11 -0.27
N -0.52 -1.51 0.24 -0.27
C 0.27 -0.55 0.21 0.21
H 2.65 0.00 -1.36 0.23
H 2.47 -1.59 -0.79 0.24
H 3.65 -0.52 -0.11 0.23
H 2.07 -0.45 1.61 0.26
H 1.44 2.12 0.81 0.44
H -1.45 2.38 -0.22 0.44
H -2.52 0.30 -1.31 0.21
H -3.14 0.76 0.21 0.23
H -2.45 -1.15 1.01 0.23
H -2.28 -1.94 -0.46 0.25
```

# 3
A cluster of 13 separate species, C52H122F24N9O4P4 in total at a distorted geometry, computed with wB97M-V/def2-TZVPD.

Properties
- Kohn-Sham gap (eV) = 9.851
- total charge = +5
- highest occupied orbital energy (Ha) = -0.735

```
215
Properties=species:S:1:pos:R:3:lowdin_charge:R:1
C -6.29 -4.96 3.81 -0.07
C -5.07 -4.24 4.46 -0.21
C -3.81 -4.45 3.62 -0.09
N -2.50 -3.92 4.30 -0.22
C -2.24 -4.54 5.70 0.05
C -2.56 -2.36 4.54 -0.08
C -1.08 -1.94 4.34 -0.15
C -0.64 -2.77 3.11 -0.15
C -1.28 -4.14 3.29 -0.05
H -6.46 -4.48 2.85 0.04
H -7.28 -4.86 4.27 0.09
H -6.04 -6.02 3.70 0.09
H -5.07 -4.68 5.46 0.12
H -5.33 -3.19 4.59 0.09
H -3.66 -3.91 2.69 0.11
H -3.53 -5.48 3.45 0.14
H -2.11 -5.61 5.55 0.12
H -3.03 -4.14 6.34 0.10
H -1.30 -4.20 6.13 0.10
H -3.05 -2.11 5.48 0.14
H -3.24 -2.13 3.72 0.09
H -0.49 -2.06 5.24 0.11
H -0.94 -0.89 4.10 0.09
H 0.44 -2.88 3.16 0.12
H -0.91 -2.23 2.20 0.10
H -0.66 -4.85 3.84 0.13
H -1.51 -4.51 2.29 0.12
C -8.12 2.55 -3.38 -0.09
C -6.73 2.18 -2.94 -0.25
C -5.84 1.67 -4.11 -0.05
N -4.31 1.50 -3.73 -0.22
C -4.18 0.59 -2.46 0.03
C -3.48 2.77 -3.55 -0.05
C -3.09 3.24 -5.05 -0.10
C -3.35 1.99 -5.89 -0.13
C -3.56 0.86 -4.86 -0.13
H -8.58 3.20 -2.63 0.09
H -8.80 1.70 -3.45 0.09
H -8.32 2.98 -4.36 0.09
H -6.76 1.53 -2.06 0.09
H -6.25 3.05 -2.49 0.10
H -5.86 2.49 -4.83 0.13
H -6.32 0.84 -4.61 0.15
H -4.67 1.25 -1.75 0.07
H -3.17 0.43 -2.10 0.07
H -4.72 -0.32 -2.73 0.11
H -2.61 2.42 -2.99 0.09
H -4.04 3.43 -2.89 0.12
H -2.06 3.60 -5.16 0.10
H -3.71 4.08 -5.36 0.12
H -2.48 1.76 -6.51 0.12
H -4.26 2.06 -6.49 0.12
H -2.63 0.42 -4.49 0.10
H -4.10 0.06 -5.37 0.14
C 5.27 2.57 -6.22 -0.06
C 5.49 2.51 -4.66 -0.21
C 5.45 1.10 -4.13 -0.08
N 5.45 1.02 -2.51 -0.20
C 5.40 -0.54 -2.28 0.02
C 4.23 1.54 -1.81 -0.12
C 4.65 1.89 -0.33 -0.12
C 6.17 1.98 -0.33 -0.13
C 6.59 1.84 -1.80 -0.04
H 6.08 2.07 -6.75 0.08
H 5.27 3.61 -6.56 0.08
H 4.37 2.08 -6.59 0.08
H 4.61 2.94 -4.19 0.09
H 6.39 3.06 -4.38 0.11
H 6.23 0.42 -4.46 0.14
H 4.49 0.64 -4.35 0.12
H 4.56 -1.02 -2.78 0.10
H 5.37 -0.75 -1.21 0.08
H 6.39 -0.91 -2.54 0.10
H 3.39 0.87 -2.02 0.10
H 3.99 2.49 -2.29 0.11
H 4.35 1.04 0.29 0.09
H 4.07 2.75 -0.01 0.10
H 6.61 1.04 0.00 0.11
H 6.63 2.81 0.20 0.13
H 7.49 1.27 -2.04 0.14
H 6.63 2.80 -2.33 0.12
C 6.98 2.73 3.85 -0.06
C 5.65 1.94 3.59 -0.22
C 4.98 1.43 4.84 -0.13
N 3.58 0.82 4.71 -0.21
C 3.47 -0.36 3.72 0.02
C 2.48 1.92 4.47 -0.05
C 1.38 1.82 5.57 -0.13
C 1.70 0.50 6.19 -0.19
C 3.19 0.36 6.16 -0.07
H 7.59 2.76 2.95 0.07
H 7.73 2.20 4.42 0.08
H 6.87 3.71 4.32 0.09
H 5.81 1.03 3.00 0.09
H 4.98 2.57 3.02 0.10
H 4.84 2.23 5.57 0.14
H 5.54 0.65 5.36 0.15
H 4.25 -1.09 3.95 0.08
H 3.67 0.04 2.73 0.07
H 2.47 -0.79 3.77 0.09
H 2.04 1.71 3.50 0.11
H 2.85 2.95 4.53 0.13
H 0.44 1.70 5.04 0.11
H 1.35 2.61 6.33 0.14
H 1.23 -0.35 5.68 0.09
H 1.33 0.36 7.21 0.14
H 3.71 -0.60 6.24 0.14
H 3.66 1.05 6.86 0.14
C -7.44 -1.96 2.37 -0.07
C -6.79 -0.59 2.02 -0.19
C -5.42 -0.38 2.76 -0.08
N -4.64 0.99 2.61 -0.20
C -3.26 0.85 3.19 0.00
C -5.53 2.13 3.20 -0.04
C -5.81 3.18 2.10 -0.14
C -5.65 2.39 0.89 -0.20
C -4.52 1.38 1.10 -0.08
H -6.87 -2.74 1.88 0.06
H -8.52 -1.96 2.17 0.10
H -7.43 -2.06 3.46 0.08
H -7.51 0.12 2.44 0.11
H -6.82 -0.41 0.94 0.11
H -4.68 -1.13 2.48 0.10
H -5.52 -0.41 3.84 0.13
H -2.66 0.20 2.55 0.08
H -3.35 0.42 4.19 0.10
H -2.77 1.82 3.26 0.11
H -4.89 2.46 4.02 0.13
H -6.47 1.73 3.58 0.13
H -5.21 4.09 2.11 0.13
H -6.80 3.56 2.33 0.14
H -5.56 3.06 0.03 0.11
H -6.58 1.84 0.74 0.11
H -3.59 1.91 0.89 0.10
H -4.62 0.54 0.41 0.10
C 2.31 7.29 -0.67 0.05
C 2.14 5.89 -1.18 -0.34
O 3.04 5.04 -1.11 0.11
N 0.94 5.66 -2.09 0.12
H 0.06 5.71 -1.60 0.10
H 1.11 6.41 -2.75 0.18
C 0.88 4.34 -2.82 -0.01
H 3.31 7.52 -0.32 0.11
H 1.54 7.43 0.09 0.11
H 2.08 7.96 -1.50 0.11
H 0.92 3.41 -2.25 0.07
H 1.64 4.20 -3.60 0.10
H 0.02 4.42 -3.48 0.10
C -0.84 -2.90 -4.45 0.01
C -0.87 -4.38 -4.55 -0.36
O -0.93 -4.92 -5.65 0.18
N -0.98 -5.11 -3.21 0.11
H -1.53 -4.46 -2.67 0.09
H -1.45 -5.99 -3.40 0.18
C 0.44 -5.39 -2.69 0.06
H 0.03 -2.62 -3.86 0.07
H -1.80 -2.64 -4.00 0.08
H -0.72 -2.41 -5.41 0.11
H 0.31 -6.17 -1.93 0.11
H 0.80 -4.45 -2.28 0.08
H 0.99 -5.78 -3.55 0.11
C 2.08 -1.60 -0.56 0.03
C 1.16 -0.62 0.19 -0.31
O 1.60 -0.02 1.15 0.12
N -0.15 -0.24 -0.50 0.11
H -0.07 -0.16 -1.51 0.07
H -0.86 -0.96 -0.43 0.10
C -0.66 1.16 -0.01 0.04
H 2.33 -2.50 0.00 0.09
H 3.02 -1.06 -0.68 0.06
H 1.65 -1.79 -1.54 0.07
H 0.07 1.93 -0.26 0.09
H -0.89 1.18 1.05 0.08
H -1.52 1.28 -0.67 0.08
C 4.52 -4.39 -2.02 0.04
C 5.85 -3.92 -2.56 -0.40
O 6.18 -3.95 -3.71 0.18
N 6.97 -3.92 -1.51 0.10
H 7.63 -3.17 -1.64 0.17
H 6.54 -3.76 -0.61 0.08
C 7.53 -5.36 -1.48 0.07
H 4.66 -4.87 -1.05 0.09
H 4.07 -5.07 -2.73 0.10
H 3.85 -3.53 -2.03 0.07
H 6.83 -6.07 -1.04 0.11
H 8.28 -5.29 -0.69 0.12
H 7.82 -5.73 -2.46 0.12
P 5.68 -2.92 1.98 0.20
F 5.04 -3.48 3.34 -0.13
F 7.13 -3.71 2.15 -0.17
F 5.16 -4.26 1.28 -0.15
F 6.38 -2.36 0.57 -0.21
F 4.31 -2.17 1.57 -0.16
F 6.21 -1.63 2.82 -0.15
P -3.00 -2.78 -0.96 0.31
F -1.35 -2.89 -1.17 -0.19
F -3.16 -4.22 -1.71 -0.15
F -2.81 -3.44 0.54 -0.18
F -4.63 -2.89 -0.70 -0.15
F -2.86 -1.31 -0.25 -0.18
F -3.14 -2.09 -2.45 -0.16
P 0.54 0.48 -3.99 0.19
F 1.48 -0.87 -4.02 -0.16
F -0.19 0.07 -5.34 -0.10
F -0.66 -0.25 -3.15 -0.17
F -0.41 1.77 -3.95 -0.14
F 1.23 0.94 -2.55 -0.18
F 1.66 1.34 -4.72 -0.12
P -1.93 4.90 0.01 0.17
F -3.41 4.41 -0.33 -0.13
F -1.43 3.93 -1.19 -0.18
F -1.94 6.01 -1.12 -0.12
F -0.39 5.33 0.27 -0.16
F -2.45 5.92 1.22 -0.14
F -1.78 3.68 1.05 -0.16
```

# 4
A cluster of 2 separate species, C4H12O2 in total at a distorted geometry, computed with wB97M-V/def2-TZVPD.

Properties
- ΔE to the lowest compared entry with this formula, charge and spin (eV) = 0.974
- Kohn-Sham gap (eV) = 10.567
- total charge = 0
- highest occupied orbital energy (Ha) = -0.361
- SMILES string = CCCOC.O

```
18
Properties=species:S:1:pos:R:3:nbo_charge:R:1
C -2.80 -0.63 -0.89 -0.61
C -1.44 -1.32 -0.98 -0.41
C -0.36 -0.38 -0.30 -0.06
O 0.89 -1.15 -0.23 -0.55
C 1.96 -0.46 0.38 -0.25
H -3.02 -0.56 0.19 0.20
H -3.66 -1.10 -1.39 0.21
H -2.68 0.40 -1.28 0.20
H -1.45 -2.29 -0.44 0.21
H -1.33 -1.53 -2.06 0.21
H -0.24 0.49 -0.97 0.16
H -0.52 0.00 0.72 0.18
H 2.26 0.47 -0.13 0.16
H 2.76 -1.20 0.26 0.20
H 1.84 -0.25 1.46 0.16
O 2.25 3.15 2.09 -0.94
H 2.66 3.95 1.69 0.47
H 2.87 2.42 1.87 0.47
```

# 5
A structure of composition C16H19N5O2PdS, computed with wB97M-V/def2-TZVPD.

Properties
- Kohn-Sham gap (spin up / spin down) (eV) = 7.395 / 6.422
- total charge = 0
- 2S+1 = 3
- highest occupied orbital energy (spin up / spin down) (Ha) = -0.260 / -0.277

```
44
Properties=species:S:1:pos:R:3:lowdin_charge:R:1
Pd -0.40 0.38 1.73 0.77
C 3.72 -1.07 2.05 -0.02
C 2.26 -0.95 1.69 -0.44
O 1.55 -0.26 2.44 -0.10
C 1.85 -1.69 0.52 -0.01
C 0.61 -1.85 -0.08 -0.31
C 0.49 -2.63 -1.35 -0.04
N -0.50 -1.30 0.47 -0.07
N -1.61 -1.45 -0.24 0.07
C -2.60 -0.65 0.23 -0.43
O -2.46 0.26 1.09 -0.09
C -3.95 -0.88 -0.36 -0.15
C -5.05 -0.21 0.17 -0.02
C -6.32 -0.42 -0.36 -0.08
C -6.49 -1.29 -1.42 -0.09
C -5.40 -1.96 -1.95 -0.08
C -4.13 -1.76 -1.42 -0.03
H 3.95 -0.39 2.87 0.08
H 4.35 -0.84 1.19 0.08
H 3.95 -2.09 2.37 0.09
H 2.67 -2.20 0.02 0.10
H 1.45 -3.05 -1.63 0.07
H 0.13 -1.98 -2.15 0.08
H -0.25 -3.42 -1.25 0.08
H -4.90 0.47 1.00 0.11
H -7.17 0.10 0.06 0.10
H -7.48 -1.45 -1.84 0.10
H -5.53 -2.64 -2.79 0.10
H -3.27 -2.28 -1.83 0.10
C 4.48 1.83 -1.59 -0.11
C 3.21 2.67 -1.70 -0.24
C 2.40 2.67 -0.44 -0.62
N 1.21 2.21 -0.35 0.03
N 0.69 2.29 0.93 -0.07
C 1.51 2.85 1.76 -0.74
N 1.22 3.10 3.07 0.09
S 3.03 3.29 1.07 1.09
H 5.04 1.87 -2.52 0.07
H 4.23 0.79 -1.37 0.07
H 5.13 2.20 -0.80 0.06
H 2.55 2.27 -2.47 0.11
H 3.45 3.70 -1.98 0.11
H 0.39 2.63 3.42 0.09
H 1.99 3.12 3.72 0.09
```

# 6
The molecule C4H4O at a distorted geometry, computed with wB97M-V/def2-TZVPD.

Properties
- ΔE to the lowest compared entry with this formula, charge and spin (eV) = 4.708
- Kohn-Sham gap (spin up / spin down) (eV) = 8.927 / 8.927
- total charge = 0
- highest occupied orbital energy (spin up / spin down) (Ha) = -0.347 / -0.347

```
9
Properties=species:S:1:pos:R:3:nbo_charge:R:1
C -1.22 0.98 -0.46 -0.61
C -0.29 -0.08 0.01 0.61
C -2.32 0.35 0.18 0.25
C 1.25 -0.49 0.10 -0.72
O -1.18 -0.90 0.41 -0.53
H -1.17 2.02 -0.92 0.24
H 1.89 0.44 0.23 0.24
H 1.61 -1.24 -0.61 0.27
H 1.44 -1.08 1.06 0.25
```

Number 1: molecular weight 112.050 g/mol. Number 2: molecular weight 124.167 g/mol. Number 3: molecular weight 1517.455 g/mol. Number 4: molecular weight 92.138 g/mol. Number 5: molecular weight 451.848 g/mol. Number 6: molecular weight 68.075 g/mol.